Entry 1:
This record from OMol25 describes a 2-piece molecular cluster, C5H17N2O overall. The level of theory is ωB97M-V with the def2-TZVPD basis set.

Values from the calculation:
Orbital gap ... 9.88 eV
HOMO ... -12.93 eV
DFT total energy ... -385.15693 Eh
ΔE to the lowest compared entry with this formula, charge and spin ... 52.6 kcal/mol

```
! RIJCOSX wB97M-V def2-TZVPD def2/J DEFGRID3
* xyz 1 1
C -2.3575 1.0141 0.7214
C -1.1474 0.0836 0.1677
C -0.1442 -0.0333 1.2594
C 1.1635 -0.8426 0.8179
C 2.6431 1.0159 0.7778
N 2.0646 -0.0622 -0.0470
N -0.6427 0.5163 -1.2601
H -3.2611 0.3875 0.7167
H -2.3665 1.9204 0.0400
H -2.3038 1.3265 1.8038
H -1.6062 -0.8894 -0.0647
H -0.5004 -0.6711 2.1671
H -0.0510 0.9987 1.6935
H 1.5629 -1.3185 1.6554
H 0.7488 -1.6285 0.1420
H 2.8434 0.5248 1.7027
H 3.5318 1.5390 0.4525
H 1.7615 1.6707 1.1203
H 2.7937 -0.6916 -0.3725
H 0.3657 0.5592 -1.2000
H -0.9532 1.4910 -1.5257
H -1.0022 -0.2284 -2.1381
H -0.9106 -1.8689 -3.6720
H -1.1343 -2.8438 -2.2541
O -1.0978 -1.9696 -2.7040
*
```

Entry 2:
This record from OMol25 describes C5H17N3 as an isolated structure. The level of theory is ωB97M-V with the def2-TZVPD basis set.

Values from the calculation:
Orbital gap ... 7.60 eV
HOMO ... -6.66 eV
DFT total energy ... -364.84700 Eh
ΔE to the lowest compared entry with this formula, charge and spin ... 63.9 kcal/mol

```
! RIJCOSX wB97M-V def2-TZVPD def2/J DEFGRID3
* xyz 0 1
C -0.9561 -0.9884 -0.7096
C -0.5651 1.1819 0.9094
C -0.9842 -0.0765 -1.9015
C -2.2814 -1.2949 -0.0631
N 0.0697 -1.7890 -0.5929
N -0.1783 2.5502 0.5290
H -0.0624 -2.4969 0.1263
H 1.3120 -0.8863 -0.3361
H -0.4567 2.7297 -0.4307
H 0.8349 2.6369 0.5334
H -1.6517 1.1335 0.8594
H -0.3546 1.0569 1.9794
H -1.5610 0.8243 -1.6963
H 0.0231 0.2088 -2.2027
H -1.4569 -0.5958 -2.7423
H -2.1472 -1.5955 0.9769
H -2.7539 -2.1283 -0.5936
H -2.9580 -0.4433 -0.1000
C 2.6929 -0.2185 1.1909
N 1.8207 0.0469 0.0483
H 2.3181 0.5107 -0.7039
H 0.5770 0.4920 0.4202
H 3.0975 0.7122 1.5931
H 3.5235 -0.8815 0.9347
H 2.0979 -0.6894 1.9716
*
```

Entry 3:
This record from OMol25 describes a 2-piece molecular cluster, C5H17N3 overall. The level of theory is ωB97M-V with the def2-TZVPD basis set.

Values from the calculation:
Orbital gap ... 10.00 eV
HOMO ... -9.01 eV
SMILES string ... CCC(C)(C)N.NN
DFT total energy ... -364.93404 Eh
ΔE to the lowest compared entry with this formula, charge and spin ... 9.3 kcal/mol

```
! RIJCOSX wB97M-V def2-TZVPD def2/J DEFGRID3
* xyz 0 1
C -0.2447 1.1869 0.3066
C -0.7955 -0.0940 -0.3417
C -1.2375 2.3456 0.1934
C 1.0988 1.5864 -0.3233
C -0.9932 -0.0426 -1.8514
N -0.1022 0.8789 1.7303
H 0.3008 1.6707 2.2213
H 0.5239 0.0881 1.8453
H -0.1046 -0.9061 -0.1027
H -1.7485 -0.3200 0.1417
H 1.5480 2.4025 0.2422
H -2.1787 2.0705 0.6614
H -1.4165 2.6055 -0.8463
H -0.8450 3.2244 0.7026
H 1.7837 0.7400 -0.3137
H 0.9678 1.9195 -1.3487
H -0.0465 0.0946 -2.3667
H -1.4305 -0.9777 -2.1958
H -1.6648 0.7638 -2.1366
N 1.0923 -2.5624 1.0212
N 1.3523 -3.5188 -0.0069
H 1.2294 -4.4809 0.3095
H 0.6968 -3.3460 -0.7627
H 1.9201 -2.5216 1.6130
H 0.2942 -2.8072 1.6080
*
```

Entry 4:
This record from OMol25 describes a 3-piece molecular cluster, C5H17NO2 overall. The level of theory is ωB97M-V with the def2-TZVPD basis set.

Values from the calculation:
Orbital gap ... 9.00 eV
HOMO ... -8.35 eV
SMILES string ... CCCNCC.O.O
DFT total energy ... -405.77286 Eh
ΔE to the lowest compared entry with this formula, charge and spin ... 106.4 kcal/mol

```
! RIJCOSX wB97M-V def2-TZVPD def2/J DEFGRID3
* xyz 0 1
C -1.1126 -0.7839 -1.4201
C -2.0720 0.4160 -1.1846
C 0.3907 -0.3724 -1.1280
N 0.7349 -0.0265 0.3316
C 1.4136 1.1346 0.6601
C 0.6193 2.4909 0.4715
H -0.9825 -1.1843 -2.5716
H -1.5110 -1.7871 -0.8388
H -3.0279 0.4508 -1.7038
H -2.2266 0.4317 -0.1332
H -1.4869 1.2401 -1.4732
H 0.9891 -1.1885 -1.3303
H 0.7860 0.6763 -1.5893
H -0.0197 -0.1904 0.8207
H 2.3968 1.2002 -0.0260
H 1.9684 0.9726 1.6259
H 0.3787 2.9015 1.5243
H -0.3872 2.3140 0.0257
H 1.4282 3.1623 0.0467
H 1.0777 -2.1505 1.6426
H 2.1773 -2.0435 0.2872
O 1.6499 -2.6120 1.0094
H -0.4876 -2.0559 1.0665
H -1.4290 -1.4867 2.3522
O -1.2676 -1.5090 1.5345
*
```